(1)
Molecular formula: C48H44FeN4P2S5
Method: DFT, the ωB97M-V functional and the def2-TZVPD basis

Geometry as XYZ:
```
104
Properties=species:S:1:pos:R:3:forces:R:3:lowdin_spin:R:1
Fe 14.59289 14.00162 15.21721 -0.4 -0.8 -0.6 3.51
S 13.03624 15.97002 15.55558 0.3 0.7 1.3 0.06
C 13.82235 16.76436 16.93224 0.0 -0.1 0.3 0.01
C 13.29008 17.91979 17.51044 0.5 -0.5 0.6 0.00
C 13.81666 18.38974 18.71067 0.5 -0.5 -0.6 0.01
C 14.87399 17.72004 19.32408 1.0 -0.3 0.6 0.00
C 15.43385 16.58841 18.74779 -1.1 0.5 -0.7 0.01
C 14.88075 16.09962 17.55725 0.4 -0.7 0.6 0.01
S 15.48698 14.48611 17.16557 0.6 0.5 0.1 0.09
C 12.87445 12.44563 18.01236 -0.4 1.3 -0.2 0.05
C 13.03338 11.93847 16.75838 0.0 -0.3 1.1 0.01
C 12.95149 10.50428 16.74669 -0.2 -1.4 -3.5 0.03
C 12.73263 9.85022 15.51976 0.7 0.8 3.4 -0.01
C 12.47710 10.62213 14.37948 0.1 2.9 -1.9 0.02
C 12.74751 12.03031 14.39296 -0.1 -2.9 0.7 -0.01
C 12.56809 12.88798 13.13920 1.0 -1.2 -0.2 0.00
S 11.64536 14.38568 13.54835 0.2 0.3 -0.2 0.00
C 12.35831 15.67971 12.52837 -0.2 0.6 -0.9 0.00
C 11.64838 15.93183 11.34725 1.3 0.8 -0.6 0.00
C 12.07787 16.99193 10.46636 -1.3 -1.1 1.1 0.00
C 12.97979 17.94666 10.91154 -0.3 -0.1 -0.3 0.00
C 13.67479 17.72049 12.08927 -0.2 -0.9 0.6 0.00
C 13.43847 16.55347 12.84497 -0.3 -0.2 -1.0 0.01
S 14.57469 16.16547 14.13842 -0.4 0.9 0.0 0.04
N 13.28335 12.60707 15.53496 -1.3 -0.5 -0.3 0.07
H 12.40791 18.36163 17.09702 -0.2 0.4 -0.4 0.00
H 13.48594 19.31495 19.10877 -0.5 0.6 0.5 0.00
H 15.30605 18.05189 20.28117 -0.4 0.1 -0.5 0.00
H 16.21788 15.94850 19.11591 0.2 0.4 0.7 0.00
H 12.99684 11.73390 18.82702 -0.4 0.3 -0.1 0.00
H 12.53372 13.47078 18.25732 0.8 -0.6 -0.3 0.00
H 12.84377 9.96809 17.67750 0.4 -0.1 0.0 0.00
H 12.73373 8.77078 15.55640 -0.4 -0.1 -0.4 0.00
H 12.06542 10.16196 13.46456 0.3 0.3 0.5 0.00
H 11.97341 12.26271 12.43734 0.5 0.5 0.2 0.00
H 13.59130 13.11498 12.69313 -1.4 0.0 0.4 0.00
H 10.83080 15.22528 11.15538 0.3 0.6 -0.4 0.00
H 11.60437 17.08202 9.49626 -0.1 0.2 0.1 0.00
H 13.09754 18.87838 10.34840 0.2 -0.5 0.1 0.00
H 14.39021 18.44096 12.45442 0.2 0.0 0.0 0.00
C 6.74913 11.99166 15.29102 0.2 0.7 -0.6 0.00
P 8.20652 11.76243 16.46541 0.4 -0.5 -0.5 0.00
C 7.48072 12.33049 17.96644 0.1 1.9 2.5 0.00
C 6.37220 11.75397 18.59745 0.3 0.2 -0.2 0.00
C 5.84411 12.26533 19.77082 -0.9 -0.5 0.6 0.00
C 6.40190 13.37234 20.41712 0.5 0.3 -1.4 0.00
C 7.47372 14.02412 19.79873 0.1 -1.7 -0.5 0.00
C 8.05306 13.44234 18.63454 -0.2 1.0 0.3 0.00
C 8.33429 9.97391 16.92561 -0.2 -1.7 -1.5 0.00
C 8.32757 9.04941 15.83845 0.3 0.3 1.5 0.00
C 8.49916 7.66880 16.05421 -0.5 0.9 -0.1 0.00
C 8.63134 7.20597 17.36547 0.1 -0.5 -0.2 0.00
C 8.58833 8.08471 18.44653 0.5 -1.2 0.4 0.00
C 8.52581 9.42875 18.20444 -0.3 2.1 0.3 0.00
P 4.94614 11.83397 15.74785 -0.2 0.0 0.4 0.00
C 4.03794 12.82431 14.50936 0.5 0.4 -0.8 0.00
C 2.79824 12.40901 13.96260 0.8 -0.7 1.0 0.00
C 2.13033 13.22997 13.08327 -0.7 -0.3 -0.4 0.00
C 2.67659 14.44229 12.69890 0.4 0.8 -0.4 0.00
C 3.90778 14.86983 13.21018 0.2 -0.1 0.2 0.00
C 4.59894 14.05192 14.10380 0.0 -0.4 0.0 0.00
C 4.60971 10.19033 15.04940 0.4 -0.9 0.6 0.00
C 4.82055 9.84905 13.71155 -0.4 0.5 0.7 0.00
C 4.51466 8.59176 13.26141 -0.3 -1.3 -1.1 0.00
C 4.07767 7.57413 14.13601 -0.3 0.8 0.8 0.00
C 3.84362 7.93588 15.48938 0.2 -1.2 -0.2 0.00
C 4.17175 9.20466 15.94794 -0.4 0.9 0.2 0.00
H 6.87462 11.31067 14.46263 0.3 -0.3 -0.4 0.00
H 6.96470 12.99789 14.83186 -0.2 -0.9 0.6 0.00
H 5.94925 10.87760 18.12756 -0.2 0.0 0.2 0.00
H 4.93525 11.76641 20.16764 0.8 0.4 -0.1 0.00
H 6.02605 13.79159 21.32627 -0.4 -0.1 0.4 0.00
H 7.90527 14.89676 20.26197 0.2 0.1 -0.1 0.00
H 8.96283 13.96090 18.27794 -0.6 -0.6 -0.2 0.00
H 8.27566 9.49577 14.86167 -0.2 -0.3 -0.5 0.00
H 8.41969 7.00530 15.18631 0.4 0.1 0.5 0.00
H 8.84059 6.14930 17.55357 -0.4 0.3 -0.1 0.00
H 8.64295 7.68311 19.48995 0.1 0.5 -1.1 0.00
H 8.63062 10.13585 19.03408 -0.3 -0.3 -0.1 0.00
H 2.41449 11.39192 14.21719 0.2 1.1 -0.2 0.00
H 1.16439 12.89318 12.66794 0.6 0.3 0.2 0.00
H 2.17532 15.03162 11.92706 0.1 0.0 0.4 0.00
H 4.38509 15.82382 12.94809 -0.5 -0.4 -0.2 0.00
H 5.63464 14.31452 14.42297 -1.2 0.0 -0.1 0.00
H 5.17009 10.60046 13.02025 0.0 0.1 -0.2 0.00
H 4.55178 8.43211 12.15876 0.2 -0.2 1.0 0.00
H 3.89881 6.53782 13.80531 0.0 0.8 0.1 0.00
H 3.41453 7.20560 16.21542 0.5 0.5 -0.8 0.00
H 4.04198 9.52274 17.01571 0.0 -0.6 -1.1 0.00
C 16.10770 11.31905 9.87066 -0.2 0.3 0.0 0.00
C 16.59588 12.71881 10.21720 0.5 0.3 -0.4 0.00
C 16.70965 12.87544 11.69811 0.0 -0.5 2.0 0.00
N 15.71175 13.10291 12.50699 1.7 0.7 -0.9 0.00
N 16.06824 13.20615 13.84736 -0.1 -0.5 -0.8 0.04
C 17.31271 12.88925 14.06815 0.5 -0.1 0.5 0.01
N 17.89826 12.90932 15.28995 -0.1 -0.1 0.2 0.00
S 18.24221 12.49199 12.63067 -1.6 0.7 -0.4 0.00
H 16.07625 11.20169 8.78630 0.0 -0.2 0.1 0.00
H 15.11720 11.16446 10.29892 0.0 -0.2 -0.1 0.00
H 16.81253 10.62292 10.30781 0.0 -0.5 -0.1 0.00
H 15.90203 13.49270 9.85898 0.2 -0.2 0.1 0.00
H 17.57732 12.85928 9.69944 -0.7 0.2 0.7 0.00
H 17.37005 13.19769 16.14558 0.6 -0.3 -1.2 0.00
H 18.78896 12.42405 15.36851 -0.5 0.4 0.3 0.00
```
Positions in Å, forces in eV/Å.

The value obtained for the total energy is -6011.770216 Eh. The charge is 0. For the molar mass, the calculation gives 955.036 g/mol. Its expectation value of S² is 6.0340. The spin multiplicity is 5. The HOMO-LUMO gap (alpha / beta) comes out at 0.1975 / 0.1900 Ha. For the HOMO energy (alpha / beta), the calculation gives -5.53 / -5.49 eV. Its LUMO energy (alpha / beta) is -0.153 / -0.319 eV.

(2)
Molecular formula: HO5PS
Method: DFT, the ωB97M-V functional and the def2-TZVPD basis

Geometry as XYZ:
```
8
Properties=species:S:1:pos:R:3:forces:R:3:nbo_charge:R:1
O 1.08072 -1.01387 -1.42994 -0.5 1.3 0.6 -1.00
O 0.18930 0.72454 0.26117 -0.1 -0.8 -1.0 -1.10
O 2.61189 0.86902 -0.58875 0.8 0.1 0.2 -1.21
O -0.88653 -1.69861 0.28156 0.5 0.4 -1.3 -1.08
O 0.69168 1.51176 -2.18142 0.1 -0.5 0.4 -1.21
P 1.21914 0.66968 -1.05008 -1.6 -0.7 0.4 2.50
S -0.52068 -1.54628 -1.28077 -0.4 -1.0 0.3 0.58
H -0.44822 -0.10897 0.29678 1.3 1.2 0.4 0.51
```
Positions in Å, forces in eV/Å.

The value obtained for the total energy is -1116.438619 Eh. For the energy above the lowest of the compared OMol25 structures with the same formula, charge and spin, the calculation gives 0.0 kcal/mol. The charge is -2. For the molar mass, the calculation gives 144.044 g/mol. The spin multiplicity is 1. The HOMO-LUMO gap comes out at 0.1892 Ha. For the HOMO energy, the calculation gives 1.21 eV. Its LUMO energy is 6.360 eV.